No. 1
Molecular formula: C4H8O2
Method: DFT, ωB97M-V with the def2-TZVPD basis set

Calculated values
E_HOMO (spin up / spin down) (eV): -7.881 / -8.414
ΔE to the lowest compared entry with this formula, charge and spin (kcal per mole): 107.1
LUMO energy (spin up / spin down) (eV): 0.1874 / 0.3788
Kohn-Sham gap (spin up / spin down) (eV): 8.068 / 8.793

```
! RIJCOSX wB97M-V def2-TZVPD def2/J DEFGRID3
* xyz 0 1
C 1.804 -0.357 0.852
C 0.649 0.466 0.321
O 1.160 1.586 -0.376
C -0.318 -0.332 -0.498
C -2.575 -0.212 -0.660
O -1.361 0.352 -0.900
H 2.386 -0.794 0.038
H 2.451 0.301 1.436
H 1.446 -1.154 1.512
H 0.055 0.820 1.188
H 0.426 1.984 -0.861
H -0.441 -1.411 -0.387
H -2.530 -1.133 -0.086
H -3.151 -0.114 -1.579
*
```


No. 2
Molecular formula: C81H69CoF2GeNP4Si
Method: DFT, ωB97M-V with the def2-TZVPD basis set

Calculated values
E_HOMO (spin up / spin down) (eV): -6.952 / -6.941
Expectation value of S²: 0.796
LUMO energy (spin up / spin down) (eV): 0.2256 / 0.4835
Kohn-Sham gap (spin up / spin down) (eV): 7.177 / 7.425

```
! RIJCOSX wB97M-V def2-TZVPD def2/J DEFGRID3
* xyz 0 2
Co -1.185 0.158 -0.493
F 3.428 -2.894 -3.829
Ge 2.980 -1.954 -2.352
C 2.721 -0.252 -3.326
C 3.781 -0.238 -4.251
C 4.096 0.871 -5.010
C 3.373 2.029 -4.825
C 2.325 2.038 -3.928
C 1.945 0.910 -3.179
P 0.307 1.078 -2.280
C -0.791 0.772 -3.731
C -1.928 -0.004 -3.537
C -2.828 -0.241 -4.567
C -2.588 0.286 -5.823
C -1.450 1.054 -6.040
C -0.562 1.294 -5.006
C 0.363 2.910 -2.195
C 1.445 3.469 -1.520
C 1.733 4.817 -1.651
C 0.915 5.630 -2.426
C -0.214 5.095 -3.026
C -0.489 3.738 -2.915
C 2.113 -3.569 -1.651
C 3.078 -4.589 -1.590
C 2.715 -5.913 -1.460
C 1.368 -6.253 -1.425
C 0.418 -5.257 -1.437
C 0.770 -3.901 -1.514
P -0.609 -2.694 -1.226
C -1.711 -3.159 -2.615
C -3.087 -2.965 -2.517
C -3.927 -3.277 -3.575
C -3.394 -3.744 -4.769
C -2.019 -3.884 -4.897
C -1.182 -3.601 -3.827
C -1.229 -3.684 0.204
C -2.408 -4.412 0.249
C -2.693 -5.223 1.342
C -1.801 -5.319 2.395
C -0.614 -4.599 2.354
C -0.336 -3.789 1.269
C 4.766 -1.847 -1.532
C 5.892 -2.351 -2.187
C 7.119 -2.382 -1.546
C 7.242 -1.914 -0.243
C 6.137 -1.404 0.413
C 4.899 -1.361 -0.232
P 3.402 -0.673 0.545
C 3.567 -1.454 2.198
C 3.808 -0.781 3.391
C 3.897 -1.483 4.588
C 3.741 -2.860 4.606
C 3.504 -3.540 3.417
C 3.418 -2.843 2.225
C 3.841 1.075 0.842
C 4.940 1.692 0.247
C 5.203 3.035 0.481
C 4.372 3.777 1.307
C 3.255 3.180 1.874
C 2.982 1.844 1.630
H 4.374 -1.127 -4.386
H 4.905 0.824 -5.727
H 3.608 2.928 -5.381
H 1.788 2.965 -3.817
H -2.126 -0.436 -2.560
H -3.709 -0.840 -4.382
H -3.280 0.097 -6.634
H -1.254 1.472 -7.019
H 0.313 1.898 -5.201
H 2.118 2.833 -0.956
H 2.598 5.230 -1.148
H 1.146 6.681 -2.543
H -0.874 5.729 -3.605
H -1.345 3.328 -3.432
H 4.128 -4.343 -1.670
H 3.478 -6.680 -1.410
H 1.063 -7.290 -1.371
H -0.628 -5.528 -1.366
H -3.504 -2.553 -1.606
H -4.997 -3.143 -3.471
H -4.046 -3.986 -5.598
H -1.593 -4.222 -5.833
H -0.113 -3.729 -3.941
H -3.101 -4.392 -0.579
H -3.617 -5.788 1.358
H -2.028 -5.948 3.246
H 0.095 -4.662 3.169
H 0.605 -3.253 1.234
H 5.793 -2.741 -3.192
H 7.984 -2.786 -2.057
H 8.202 -1.946 0.256
H 6.229 -1.038 1.429
H 3.935 0.294 3.398
H 4.083 -0.944 5.508
H 3.803 -3.401 5.541
H 3.386 -4.617 3.420
H 3.231 -3.382 1.301
H 5.595 1.128 -0.405
H 6.067 3.497 0.020
H 4.584 4.822 1.495
H 2.582 3.755 2.496
H 2.083 1.403 2.049
C -1.581 7.520 2.649
C -2.055 6.668 3.638
C -1.804 5.306 3.570
C -1.067 4.767 2.515
C -0.595 5.633 1.539
C -0.850 6.996 1.595
P -0.765 2.958 2.256
C -1.125 2.461 3.983
C -0.245 2.954 4.955
C -0.362 2.580 6.281
C -1.372 1.705 6.665
C -2.249 1.215 5.714
C -2.122 1.580 4.376
C -2.201 2.588 1.164
C -3.365 3.328 1.379
C -4.296 3.554 0.380
C -4.040 3.044 -0.883
C -2.942 2.217 -1.074
C -2.009 1.917 -0.071
H -1.781 8.582 2.703
H -2.637 7.064 4.461
H -2.193 4.659 4.347
H -0.033 5.226 0.719
H -0.482 7.646 0.810
H 0.530 3.656 4.667
H 0.327 2.975 7.017
H -1.477 1.418 7.704
H -3.044 0.545 6.007
H -2.824 1.204 3.642
H -3.531 3.770 2.356
H -5.180 4.147 0.580
H -4.693 3.280 -1.716
H -2.781 1.838 -2.081
C -4.801 -0.204 -1.433
Si -4.325 -0.690 0.331
C -5.174 -2.376 0.535
C -5.200 0.455 1.554
N -2.599 -0.685 0.597
C -2.146 -1.013 1.859
C -2.935 -1.518 2.918
C -2.399 -1.896 4.138
C -1.043 -1.774 4.399
C -0.235 -1.227 3.415
C -0.797 -0.874 2.218
F 0.051 -0.326 1.255
H -5.459 0.665 -1.405
H -5.351 -1.022 -1.904
H -3.964 0.053 -2.081
H -6.229 -2.185 0.750
H -4.774 -2.990 1.339
H -5.136 -2.970 -0.380
H -5.857 -0.101 2.225
H -5.811 1.189 1.025
H -4.484 1.007 2.165
H -3.999 -1.623 2.778
H -3.062 -2.297 4.896
H -0.622 -2.078 5.348
H 0.823 -1.077 3.562
*
```


No. 3
Molecular formula: C5H3HgNO3
Method: DFT, ωB97M-V with the def2-TZVPD basis set

Calculated values
E_HOMO (eV): -20.994
LUMO energy (eV): -9.3902
Kohn-Sham gap (eV): 11.604

```
! RIJCOSX wB97M-V def2-TZVPD def2/J DEFGRID3
* xyz 2 1
O -0.001 2.804 -2.523
C -0.001 1.723 -2.140
Hg -0.001 0.001 -1.532
C 1.490 -0.860 -2.140
C -1.492 -0.859 -2.141
O 2.426 -1.401 -2.522
O -2.428 -1.399 -2.524
C 0.002 -0.002 3.082
C 0.000 0.000 1.619
N -0.001 0.001 0.462
H 0.909 -0.524 3.451
H -0.903 -0.527 3.453
H 0.000 1.043 3.454
*
```